(1)
Formula: C12H17P
Source: the Open Molecules 2025 dataset
Level of theory: wB97M-V/def2-TZVPD

Geometry as XYZ:
```
30
Properties=species:S:1:pos:R:3:forces:R:3
C 2.90978 0.03875 0.82058 1.0 3.2 -1.5
C 2.51873 -1.30868 0.86755 1.7 -2.0 1.2
C 2.17166 1.12088 0.39572 1.0 -2.1 0.6
C 1.39852 -1.86446 0.49937 -2.0 -2.4 -0.6
C 0.59440 0.57727 -1.45778 -0.1 -0.8 0.6
C 0.37721 -0.73723 -1.47279 1.1 1.7 -2.1
C 0.69860 1.22596 -0.06528 2.0 0.1 -0.3
C 0.20153 -1.34596 -0.19742 -2.7 0.4 2.8
C 0.41720 2.70838 -0.12378 0.5 0.4 -0.2
C -0.97422 -2.35726 -0.31462 0.9 0.9 -0.2
C -3.16348 0.02679 0.66852 -0.8 -1.3 1.2
C -2.02012 0.83583 0.22803 2.1 -1.0 2.0
P -0.36233 0.18915 1.00462 -0.8 -0.7 -1.0
H 4.01989 0.24965 0.93232 -1.5 -0.2 0.2
H 3.22446 -2.09049 1.26045 -0.4 1.3 -0.1
H 2.76165 2.01979 0.35599 -0.1 0.4 -0.1
H 1.26870 -2.92659 0.75550 0.3 0.2 -0.2
H 0.63825 1.09030 -2.38434 0.4 0.9 -0.6
H 0.32459 -1.28837 -2.42946 0.0 0.1 0.7
H -0.15204 2.88955 -1.00888 -0.6 0.6 -0.4
H 1.34874 3.27691 -0.17372 0.0 -0.1 -0.5
H -0.03809 3.14316 0.73617 -0.8 0.0 0.7
H -1.62536 -2.25319 0.53070 0.0 -1.0 0.9
H -0.49669 -3.31255 -0.54910 -0.8 -0.3 0.3
H -1.65190 -2.02550 -1.10082 0.3 -0.2 -0.5
H -3.05017 -0.26729 1.76045 0.1 -0.4 -1.4
H -4.12674 0.46820 0.69898 -0.9 1.4 -0.2
H -3.35145 -0.76257 -0.05865 0.3 -0.7 0.6
H -2.04187 1.81508 0.60463 -0.1 1.5 0.5
H -1.81946 0.86449 -0.78294 -0.1 0.1 -2.4
```
Forces are in eV/Å.

The value obtained for the HOMO energy is -7.99 eV. The calculation puts the energy above the lowest of the compared OMol25 structures with the same formula, charge and spin at 72.7 kcal/mol. The value obtained for the HOMO-LUMO gap is 8.78 eV. Its SMILES is CCP1[C@@]2(C)C=CC=C[C@]1(C)C=C2.



(2)
Formula: C12H18Al2Br2ClF5MgN5O6P
Source: the Open Molecules 2025 dataset
Level of theory: wB97M-V/def2-TZVPD

Geometry as XYZ:
```
53
Properties=species:S:1:pos:R:3:forces:R:3
O 0.06576 -0.50139 3.64088 -0.4 -0.1 0.3
P 0.75666 -1.41459 2.66232 0.3 -0.1 0.2
N -0.27335 -2.30411 1.74914 0.2 1.0 0.4
C -1.48146 -2.79014 2.20054 0.7 -0.1 -1.1
N -2.19647 -3.50855 1.38479 -0.8 -0.7 -0.3
C -3.29072 -3.90065 2.07337 -0.2 0.5 -0.1
Br -4.85100 -5.07817 1.64575 0.9 0.3 0.4
N -3.22150 -3.37122 3.29944 0.1 0.3 0.5
N -2.05416 -2.64321 3.40135 0.1 -0.1 -0.2
H 1.55686 -2.30283 3.38934 0.0 0.1 0.0
H 1.62839 -0.72610 1.82102 -0.1 -0.3 -0.3
H 0.01598 -2.57089 0.78658 -0.1 -0.6 -0.1
H -3.86092 -3.43824 4.08854 -0.2 -0.3 0.0
H -1.74048 -2.13854 4.21267 -0.1 0.0 0.1
C 1.14166 0.95957 -1.56986 0.0 0.0 0.0
C 1.36197 2.01773 -2.34381 0.0 0.0 0.0
C 2.68602 2.24336 -2.97806 0.0 -0.1 -0.1
O 2.88654 3.20778 -3.68362 0.0 0.1 0.0
C 3.75157 1.24355 -2.71766 0.0 0.0 0.0
C 3.53092 0.18507 -1.94293 0.0 0.0 -0.1
C 2.20932 -0.03843 -1.30893 0.0 -0.1 -0.1
O 2.00644 -1.00381 -0.60453 0.0 0.2 0.3
H 0.18423 0.77324 -1.09904 0.0 -0.1 0.0
H 0.59851 2.75711 -2.54970 0.0 0.0 0.0
H 4.70665 1.42704 -3.19249 0.0 0.0 0.0
H 4.29212 -0.55715 -1.73989 0.0 0.0 0.0
O 3.18796 5.74080 -8.38613 -0.4 0.0 -0.1
C 3.33327 4.51151 -8.32004 1.4 1.4 -0.4
C 2.68162 3.69799 -6.98423 -0.7 -0.2 1.2
O 2.98055 2.44407 -7.22476 0.3 -0.8 -1.2
H 4.39740 4.12524 -8.32604 0.1 -0.2 0.3
H 2.76329 3.81074 -8.99705 -1.0 0.4 -1.0
H 1.61962 3.99625 -6.99230 0.0 -0.3 -0.5
H 3.10822 4.20021 -6.10402 0.6 -0.3 -0.2
Al 3.55491 2.10392 -9.31958 -0.3 0.0 2.0
Br -1.18929 1.28718 3.93829 0.4 -0.3 0.0
C -2.97710 5.25440 4.80198 -0.1 0.2 0.0
C -2.48666 3.92828 4.52080 0.3 -0.9 0.2
N -2.09892 2.86839 4.32990 -0.5 1.0 -0.3
H -3.99517 5.18988 5.18258 0.0 0.0 0.0
H -2.33688 5.71198 5.55453 0.0 -0.1 0.0
H -2.96444 5.84962 3.89016 0.0 0.0 0.0
F -1.41307 3.31214 6.98802 0.2 0.0 0.0
Cl -6.63967 -6.71740 1.56035 -0.7 -0.4 -0.2
Mg 0.14918 2.48193 7.39844 -0.1 0.1 0.0
F 0.72993 -3.63427 -0.49556 -0.1 0.0 0.2
Al 0.70128 -5.29282 -1.02772 -0.2 -0.3 -0.1
F -0.89937 -5.73303 -1.29302 0.1 0.2 0.1
F 1.37131 -6.24259 0.20121 0.0 0.3 0.0
F 1.58664 -5.46285 -2.45424 0.0 0.2 0.2
O -5.05517 -4.44669 5.32020 0.3 0.3 0.2
H -4.60992 -5.09159 5.87973 0.0 -0.1 -0.1
H -5.79789 -4.13538 5.84683 -0.1 0.0 -0.1
```
Forces are in eV/Å.

The value obtained for the HOMO energy is -6.01 eV. The value obtained for the HOMO-LUMO gap is 0.90 eV.



(3)
Formula: C12H18AlClFO3
Source: the Open Molecules 2025 dataset
Level of theory: wB97M-V/def2-TZVPD

Geometry as XYZ:
```
36
Properties=species:S:1:pos:R:3:forces:R:3
O 7.64107 0.19436 -1.23018 0.9 -0.6 -0.3
C 6.67261 0.67615 -0.75277 -0.4 0.5 -0.5
F 6.57108 0.70342 0.59669 -0.1 -0.1 0.9
C 5.52927 1.28630 -1.41032 0.1 0.3 0.1
Al 4.09883 -0.14913 -1.64284 -0.1 -0.2 0.0
Cl 4.33372 -1.01993 -3.68062 -0.1 0.2 0.2
C 2.23448 0.56251 -1.40904 0.0 -0.1 -0.3
C 1.84675 1.52556 -0.47040 -0.1 -0.1 -0.1
C 0.52014 1.92202 -0.31501 0.0 -0.2 -0.1
C -0.47409 1.34813 -1.10074 0.0 -0.1 -0.1
C -0.13019 0.38813 -2.04630 0.5 0.1 0.2
C 1.20466 0.01184 -2.18984 -0.1 0.2 0.1
H 5.89815 1.67754 -2.35417 -0.2 -0.1 -0.3
H 5.18746 2.12492 -0.80407 -0.3 -0.1 0.1
H 4.37402 -1.31633 -0.57999 0.1 0.0 0.0
H 2.59725 1.98044 0.16634 0.1 0.1 0.1
H 0.26968 2.66702 0.42864 -0.1 0.1 0.0
H -1.51338 1.61836 -0.97763 0.0 0.1 0.1
H -0.88426 -0.07371 -2.66671 -0.2 0.0 0.0
H 1.45775 -0.72973 -2.93824 0.0 -0.1 -0.1
C -3.96645 0.90549 1.08656 0.1 0.0 0.0
O -2.94983 0.00511 0.69685 -0.3 -0.1 0.1
C -2.23953 -0.55965 1.78639 0.2 0.0 -0.2
C -2.70145 -1.96580 2.09391 -0.1 0.0 0.2
O -4.05042 -2.00233 2.54666 0.0 0.0 -0.1
C -4.96929 -2.36203 1.53352 0.0 0.0 0.1
H -4.58260 1.10586 0.21041 0.0 0.0 0.0
H -4.59890 0.49004 1.87549 0.0 0.0 0.0
H -3.53170 1.85060 1.43257 0.0 0.0 0.0
H -2.33113 0.07362 2.67459 0.0 0.0 0.0
H -1.18322 -0.58969 1.50183 0.0 0.0 0.0
H -2.07785 -2.37526 2.89413 0.0 0.0 0.0
H -2.57856 -2.60110 1.21206 0.0 0.0 0.0
H -4.89619 -3.43204 1.30762 0.0 0.0 -0.1
H -4.80681 -1.78937 0.61753 0.0 0.0 0.0
H -5.97102 -2.15131 1.90706 0.0 0.0 0.0
```
Forces are in eV/Å.

The value obtained for the HOMO energy is -5.61 eV. Its charge is -1. The value obtained for the HOMO-LUMO gap is 8.13 eV.